Record 1
A 2-piece molecular cluster, C5H8BrFS overall. Source: the OMol25 dataset; level of theory: ωB97M-V with the def2-TZVPD basis set.

XYZ file:
```
16
Properties=species:S:1:pos:R:3:nbo_charge:R:1
C -0.2746 1.8949 0.9621 -0.654
C -0.3080 0.4081 1.0140 -0.228
C -1.2997 -0.3651 0.5901 -0.253
S -1.1646 -2.1323 0.6185 0.043
Br -2.8963 0.3392 -0.1879 0.053
H 0.2522 2.2287 0.0674 0.236
H -1.2784 2.3121 0.9278 0.230
H 0.2501 2.2909 1.8287 0.220
H 0.5449 -0.0911 1.4534 0.219
H -2.4736 -2.3812 0.7071 0.137
C 1.3134 -1.4229 -1.4741 -0.498
C 1.6052 -0.1850 -1.1393 0.232
F 1.0497 0.8665 -1.7648 -0.344
H 0.5909 -1.6420 -2.2413 0.222
H 1.7707 -2.2513 -0.9689 0.218
H 2.3182 0.1305 -0.3930 0.167
```

Results
HOMO-LUMO gap (Ha): 0.3444
ΔE to the lowest compared entry with this formula, charge and spin (eV): 0.269
Structure (SMILES): C/C=C(/S)Br.C=CF
Electronic energy (Ha): -3267.32104
LUMO (eV): 0.66


Record 2
One molecule with the formula CH2N2O3S2. Source: the OMol25 dataset; level of theory: ωB97M-V with the def2-TZVPD basis set.

XYZ file:
```
10
Properties=species:S:1:pos:R:3:mulliken_spin:R:1
C 0.1443 0.5659 -0.5844 0.002
N 0.3657 1.3952 0.5055 0.039
N 0.5637 -0.6019 -0.0001 0.322
O -0.2650 0.7620 -1.6442 0.012
O 0.3196 -0.4150 2.4532 0.016
O 2.5341 0.2605 1.4510 0.000
S 0.5309 -2.2642 -0.6155 1.595
S 1.1166 0.0948 1.3836 0.019
H 0.0445 2.2969 0.6486 0.007
H -0.7924 -2.3440 -0.6125 -0.011
```

Results
HOMO-LUMO gap (spin up / spin down) (Ha): 0.2481 / 0.2624
ΔE to the lowest compared entry with this formula, charge and spin (eV): 1.031
Electronic energy (Ha): -1170.70757
LUMO (spin up / spin down) (eV): 0.32 / -3.62
Multiplicity: 3


Record 3
A 2-piece molecular cluster, C4H11NO2 overall. Source: the OMol25 dataset; level of theory: ωB97M-V with the def2-TZVPD basis set.

XYZ file:
```
18
Properties=species:S:1:pos:R:3:nbo_charge:R:1
C -0.9550 -1.1297 -0.6042 -0.625
C -0.0344 -0.1287 -1.2790 -0.054
C 1.4265 -0.3637 -0.8764 -0.613
N -0.4146 1.2614 -0.9879 -0.606
C -0.4681 1.7672 0.2502 0.532
O -0.2199 1.1398 1.2686 -0.660
H -0.6406 -1.4362 0.3846 0.221
H -1.1269 -2.0065 -1.2153 0.214
H -1.9660 -0.7457 -0.4507 0.218
H -0.0828 -0.2373 -2.3664 0.203
H 1.9638 0.5812 -0.8947 0.219
H 1.4726 -0.6874 0.1543 0.217
H 1.8855 -1.1289 -1.4892 0.213
H -0.8318 1.7966 -1.7293 0.401
H -0.7406 2.8360 0.2978 0.120
O 0.2919 -0.5022 3.5650 -0.956
H -0.2011 0.1335 3.0326 0.495
H 0.6416 -1.1494 2.9401 0.460
```

Results
HOMO-LUMO gap (Ha): 0.3980
ΔE to the lowest compared entry with this formula, charge and spin (eV): 0.497
Structure (SMILES): CC(C)NC=O.O
Electronic energy (Ha): -364.24992
LUMO (eV): 0.63


Record 4
A 3-piece molecular cluster, C61H56BrFN4O9S overall. Source: the OMol25 dataset; level of theory: ωB97M-V with the def2-TZVPD basis set.

XYZ file:
```
133
Properties=species:S:1:pos:R:3:mulliken_charge:R:1
C 4.7383 -5.4236 3.8574 -0.571
C 5.2158 -4.1781 3.3481 -0.362
C 5.5075 -2.6995 2.6351 0.421
N 4.4546 -1.6407 2.7934 -0.400
C 4.7758 -0.3576 2.0808 0.060
C 3.6250 0.8476 2.1720 0.276
C 2.2178 0.5776 3.0263 -0.451
C 0.8581 0.8394 2.0963 0.330
O -0.2535 1.1652 2.8134 -0.505
Br 0.7741 0.6586 0.1063 -0.079
C 3.8850 2.3109 1.4348 0.451
C 2.8334 3.5679 1.4179 -0.490
C 2.3866 4.1246 2.8935 -0.091
C 1.1581 5.2265 2.6215 -0.807
C -0.2482 4.3793 2.5296 0.182
C -1.5274 5.2585 1.9520 -0.617
C -2.4503 4.2821 0.9557 -0.156
C -4.0323 4.1816 1.4765 -0.619
C -5.1181 4.0538 0.2549 -0.688
C -5.2964 2.5464 -0.3643 -0.510
C -5.2279 1.3298 0.7323 -0.245
C -5.6986 -0.0863 0.0237 -0.497
C -7.1069 -0.7001 0.6421 -0.648
N -8.2452 -0.6545 -0.3983 0.165
C -8.7159 -1.8384 -1.2495 -0.339
C -9.9399 -1.1485 -2.1519 -0.442
C -10.1802 0.4400 -1.7848 -0.373
C -9.0203 0.6413 -0.6151 -0.238
C 5.3111 2.5443 0.5943 -0.177
O 5.6646 3.7975 -0.1028 -0.409
C 6.3192 4.6326 0.9573 0.369
N 7.0147 5.5994 1.5176 -0.464
C 6.3967 1.3176 0.5285 0.366
C 7.7778 1.5446 -0.3476 -1.275
C 9.0040 2.2456 0.4864 -0.274
C 10.0229 2.8980 -0.6629 -0.434
C 11.5038 2.1959 -0.7005 -0.549
O 11.5014 0.8815 -1.4231 -0.512
C 6.1741 -0.1654 1.2698 0.316
N 7.2770 -1.1681 1.0704 -0.163
C 6.8578 -2.4305 1.7693 0.092
S 8.0685 -3.9022 1.6259 1.208
O 8.4896 -4.4418 3.0230 -0.497
O 7.2098 -5.0538 0.9716 -0.513
F 9.3715 -3.6013 0.5519 -0.228
H 4.0946 -6.1813 4.5182 0.344
H 2.1203 -0.5590 3.3783 0.305
H 2.1904 1.2027 4.0430 0.288
H 1.8796 3.3043 0.7541 0.136
H 3.3392 4.4919 0.8561 0.408
H 3.2423 4.7062 3.4564 0.336
H 1.9295 3.3237 3.6136 -0.033
H 1.0889 5.8654 3.6269 0.298
H 1.3722 5.9217 1.7037 0.329
H -0.0636 3.5268 1.7198 -0.364
H -0.5405 3.9691 3.5852 0.246
H -1.2086 6.2598 1.4276 0.290
H -2.2119 5.5195 2.8683 0.291
H -2.4414 4.6903 -0.1438 0.295
H -2.0616 3.1731 0.9239 0.052
H -4.1260 3.3567 2.3070 0.162
H -4.2385 5.2335 2.0016 0.427
H -6.1866 4.4413 0.5616 0.274
H -4.7694 4.7503 -0.6426 0.291
H -6.3869 2.5048 -0.8465 0.222
H -4.5602 2.3227 -1.2763 0.251
H -4.0830 1.1754 1.0261 0.047
H -5.8845 1.5216 1.7001 0.256
H -5.8513 0.0051 -1.1366 0.322
H -4.8781 -0.9328 0.1963 0.346
H -7.4846 -0.0821 1.5803 0.312
H -7.0088 -1.8492 0.9472 0.282
H -8.3332 -2.9459 -1.2770 0.291
H -10.5734 -1.6890 -2.9764 0.259
H -10.9461 1.2156 -2.2235 0.318
H -8.8412 1.6734 -0.0739 0.292
H 8.2123 0.5171 -0.7717 0.302
H 7.5283 2.2504 -1.2563 0.462
H 9.6196 1.3742 1.0216 0.262
H 8.6654 3.0666 1.2530 0.339
H 10.1456 4.0627 -0.4622 0.331
H 9.5765 2.8039 -1.7616 0.259
H 12.2404 2.8841 -1.3388 0.310
H 11.9989 2.1102 0.3630 0.258
H 11.9135 1.0308 -2.3427 0.315
O -16.6700 6.3106 -3.6833 -0.680
C -15.6543 5.6301 -3.6099 0.587
C -14.7138 5.5642 -4.7471 0.106
C -14.9770 6.3026 -5.9082 -0.579
C -14.0732 6.2770 -6.9713 -0.446
C -12.9069 5.5180 -6.8785 -0.470
C -12.6515 4.7677 -5.7295 -0.474
C -13.5599 4.7860 -4.6641 0.190
C -13.2903 3.9753 -3.4600 0.430
O -12.3043 3.2490 -3.4094 -0.658
C -14.2197 4.0563 -2.3159 0.273
C -13.9541 3.3188 -1.1544 -0.430
C -14.8088 3.4151 -0.0553 -0.616
C -15.9276 4.2458 -0.1119 -0.418
C -16.2020 4.9704 -1.2738 -0.658
C -15.3488 4.8713 -2.3806 0.372
H -15.8826 6.9017 -5.9856 0.450
H -14.2767 6.8545 -7.8704 0.390
H -12.1963 5.5081 -7.7020 0.393
H -11.7415 4.1734 -5.6662 0.447
H -13.0799 2.6721 -1.1012 0.523
H -14.5988 2.8450 0.8470 0.413
H -16.5886 4.3282 0.7482 0.381
H -17.0794 5.6142 -1.3109 0.455
O 12.1134 -10.6159 -1.8429 -0.681
C 11.4225 -10.3477 -0.8677 0.660
C 10.7530 -11.4222 -0.1066 0.152
C 10.9280 -12.7577 -0.4922 -0.566
C 10.3313 -13.7810 0.2457 -0.437
C 9.5617 -13.4756 1.3680 -0.468
C 9.3717 -12.1448 1.7434 -0.515
C 9.9634 -11.1157 1.0009 0.231
C 9.7423 -9.7100 1.3949 0.520
O 9.0042 -9.4383 2.3349 -0.684
C 10.4271 -8.6374 0.6466 0.174
C 10.2528 -7.3024 1.0347 -0.604
C 10.9226 -6.2843 0.3545 -0.348
C 11.7664 -6.5949 -0.7115 -0.644
C 11.9302 -7.9236 -1.1091 -0.554
C 11.2546 -8.9471 -0.4317 0.237
H 11.5319 -13.0039 -1.3638 0.448
H 10.4718 -14.8177 -0.0522 0.392
H 9.1071 -14.2739 1.9505 0.387
H 8.7653 -11.9137 2.6176 0.446
H 9.5995 -7.0527 1.8691 0.579
H 10.7892 -5.2487 0.6598 0.427
H 12.2960 -5.8022 -1.2356 0.395
H 12.5883 -8.1573 -1.9444 0.449
```

Results
HOMO-LUMO gap (Ha): 0.1823
Structure (SMILES): C#Cc1nc2c(CC(=O)Br)c(CCCCCCCCCCCCn3cccc3)c(OC#N)c(CCCCO)c2nc1S(=O)(=O)F.O=C1c2ccccc2C(=O)c2ccccc21.O=C1c2ccccc2C(=O)c2ccccc21
Electronic energy (Ha): -6325.05013
LUMO (eV): -2.57


Among the records above, which one has the lowest electronic energy? C61H56BrFN4O9S